The following is a quantum chemistry calculation of a molecular structure, C30H69NO11 in a non-equilibrium geometry, from the Open Molecules 2025 dataset.

XYZ file:
```
111
Properties=species:S:1:pos:R:3:forces:R:3:lowdin_charge:R:1
C 28.4350 6.0390 43.3990 0.5010 3.7881 1.7855 0.0239
C 26.9740 5.8990 43.2340 -2.8739 -1.1269 -1.3031 -0.3123
O 26.3630 6.0540 42.1810 1.5267 -0.1092 2.8622 0.0913
N 26.1130 5.2900 44.4630 2.4109 -1.4833 -4.0135 0.0686
H 26.7930 4.7260 45.1230 -0.0779 1.3972 0.6238 0.0572
H 25.5760 6.0570 44.7690 -0.6320 1.6932 1.5362 0.0569
C 25.1370 4.2230 44.0620 2.2239 0.3764 -2.1019 0.0039
H 28.8250 6.4070 44.4670 -1.5363 0.0556 -1.9596 0.1387
H 28.7360 6.8590 42.5830 0.1283 -2.6832 1.5855 0.1297
H 28.8210 5.0660 43.6130 0.8361 -1.1125 -1.4353 0.0613
H 24.3810 4.3510 44.7320 -2.2784 -0.3028 1.7187 0.0580
H 25.7230 3.3410 44.2190 -0.4044 -0.9996 0.0328 0.0776
H 24.7770 4.2530 43.0200 0.3341 0.4197 0.4806 0.0971
O 27.5630 4.3980 46.3250 1.8495 -2.4272 -0.1680 -0.3596
H 28.1750 3.5880 46.4880 -1.8311 2.4292 0.2495 0.0148
C 28.4030 -0.1480 44.0940 -7.0178 -0.4399 3.8222 -0.0040
C 28.1530 0.9910 45.0510 -1.4126 1.5942 1.1935 -0.4053
C 28.8280 1.0070 46.3870 -0.5513 1.2953 3.9650 -0.0581
O 28.4360 2.3700 44.4590 -0.4081 -2.4962 -0.1150 -0.1079
H 28.3520 -1.1640 44.4840 0.0558 0.2774 0.6395 0.1071
H 29.1980 -0.0250 43.6370 7.9463 1.0462 -4.3430 -0.0175
H 27.6190 -0.0960 43.3740 -0.6492 -0.0105 -0.7947 0.0756
H 27.0940 1.0150 45.3570 0.0139 -0.0356 -0.7054 0.1317
H 28.3240 0.3410 47.3040 1.2712 1.3510 -2.8190 0.1406
H 28.5780 2.1720 46.8400 1.2779 -3.6081 -0.8865 0.1140
H 29.9210 0.7950 46.3320 -0.7200 0.4429 0.2993 0.0737
H 28.0520 2.9830 45.1060 -0.0552 0.0305 -0.4753 0.0077
C 26.2230 8.8700 47.8820 0.0254 2.0684 -0.7214 -0.0865
C 26.7310 7.4920 48.1730 -3.9005 -2.5229 0.7977 -0.4052
C 26.1270 6.9430 49.5940 -0.0195 2.3683 -1.0394 -0.0162
O 26.1830 6.5140 47.2050 0.0064 0.0126 -0.2583 -0.1381
H 25.1030 8.9980 48.1680 1.9800 0.0671 -0.4113 0.1046
H 26.4110 9.2940 46.7980 -0.4790 -1.3602 1.9531 0.0946
H 26.9490 9.5180 48.4880 -1.5813 -0.4499 -0.3685 0.1037
H 27.7280 7.5130 48.1010 3.9207 -0.3485 -0.0536 0.0675
H 25.1130 7.1060 49.2830 -1.0194 -0.5425 0.3033 0.0360
H 26.1610 7.4550 50.6120 0.8601 -0.3597 -1.5120 0.0946
H 26.3200 5.9050 49.6370 0.3195 -1.0159 0.3007 0.0354
H 26.6310 5.6270 46.9170 0.2974 2.1859 1.6964 0.0609
C 24.3440 9.5170 44.9470 0.4042 0.4410 0.9345 -0.0323
C 23.7290 8.0670 44.6320 0.8870 4.6535 -2.1305 -0.5116
C 23.6190 7.8600 43.1610 -4.0026 -0.5624 -1.8176 -0.0302
O 24.3870 7.1460 45.2910 2.9627 -3.5044 1.5710 -0.0360
H 23.6640 10.2360 44.5780 -0.3926 0.9339 -1.6186 0.0506
H 25.4060 9.7270 44.7430 -0.4066 -0.4962 -1.2408 0.0786
H 24.3970 10.0270 45.9510 -0.6874 -1.9218 0.2896 0.0729
H 22.8900 8.0460 45.1540 -5.1313 0.8640 1.1223 0.0938
H 23.0700 8.7230 42.6260 0.4100 -1.4286 1.1250 0.1191
H 23.2940 6.8450 42.6310 0.1545 1.9061 1.9152 0.1346
H 24.5380 7.9730 42.8020 4.2280 0.4290 -1.6553 0.0014
H 24.2930 7.5020 46.1710 1.0791 -1.0257 1.0869 0.0968
C 32.7930 2.8410 41.9400 -2.3788 3.4961 2.1595 -0.0506
C 31.8390 2.2380 43.1040 -0.6112 1.4399 -3.0183 -0.4404
C 32.3390 2.5030 44.4700 0.6913 4.1109 -1.0555 -0.0755
O 30.5370 2.9330 42.8200 3.7177 -0.3058 -1.1145 -0.0809
H 32.2680 2.8880 40.9710 0.2735 -0.6802 0.4814 0.0488
H 33.7010 2.2600 41.9500 0.6432 0.5349 -0.2491 0.0437
H 32.8230 4.1970 42.1670 0.6099 -4.3439 -0.3764 0.1733
H 31.7920 1.1670 42.9430 -0.5284 -0.3739 -0.3717 0.1179
H 32.1570 3.6500 44.5330 0.6720 -1.7499 0.5763 0.1155
H 33.3710 2.2710 44.6400 1.0187 0.2157 -0.6213 0.0763
H 31.9450 2.0320 45.2880 -2.1308 -1.2645 1.7650 0.0255
H 29.8800 2.6030 43.3780 -1.8675 -0.9102 1.7365 -0.0248
C 23.6250 4.3040 48.3380 -2.2063 -1.4668 -2.3112 -0.0791
C 24.7300 3.2290 48.3200 0.4295 0.9019 0.0065 -0.4557
C 24.4060 1.8130 48.8910 -0.8672 1.9374 3.5496 -0.0539
O 25.0560 3.0690 46.8900 0.1409 -0.2144 2.0718 -0.0919
H 23.4140 4.4980 49.3530 -0.8279 0.3034 1.2634 0.0439
H 22.6910 3.7950 47.7660 1.7507 1.3980 1.4695 0.1247
H 23.8110 5.3200 47.8400 0.4310 -1.8176 0.4886 0.0803
H 25.5050 3.7810 48.9590 0.0524 -1.2806 -1.2629 0.1358
H 25.1570 1.0440 48.8780 0.5168 -0.0222 -1.0610 0.0458
H 23.4680 1.5630 48.4240 -0.2719 -0.7838 -0.0247 0.0565
H 24.2570 1.8130 50.1240 -0.1164 0.5470 -3.0944 0.1327
H 25.7620 3.7100 46.8900 1.0838 0.2999 -1.0634 0.0063
C 29.4570 9.5530 41.0240 -3.1755 -6.9152 0.0147 -0.0355
C 28.6440 9.5400 39.6920 -1.2437 -1.9454 1.2162 -0.4211
C 27.8610 8.2150 39.7060 -1.6651 3.3105 -2.1367 -0.0471
O 27.6720 10.5720 39.6000 -0.0161 -0.2601 0.2661 -0.0311
H 30.1840 8.6860 41.3510 -2.1381 0.5029 -1.0084 0.1376
H 29.0620 9.9250 41.8790 -1.9382 1.1088 2.3159 0.0506
H 30.1340 10.0870 40.7410 7.9651 7.1382 -2.3535 -0.0480
H 29.3610 9.5270 38.8610 -0.2325 0.3641 0.0155 0.1394
H 28.5210 7.5710 39.3570 3.4571 -3.5756 -0.9289 0.0196
H 27.1360 8.1190 38.8460 -0.2316 0.5521 1.5623 0.1134
H 27.6330 7.9980 40.7020 -1.3526 -0.5837 1.1001 0.0372
H 28.0120 11.4140 39.3130 0.5530 0.2968 -0.0580 0.0814
C 31.7270 6.7090 47.2340 -1.7144 -1.6056 -0.0219 -0.0138
C 30.8170 5.3450 47.0820 3.2295 3.0902 3.6242 -0.4753
C 31.2140 4.2180 47.9820 1.6985 0.3179 -1.0377 -0.0508
O 29.6010 5.7160 47.5800 -3.6703 -0.1176 -2.5842 -0.0885
H 31.4360 7.0470 48.2020 0.0103 0.0462 1.1696 0.0465
H 31.3260 7.5560 46.6450 0.6653 -0.7530 -0.5469 0.0693
H 32.7940 6.5310 47.2650 0.2204 0.2015 -0.5808 0.0594
H 30.9310 4.9560 46.1220 -0.6826 -0.3582 -2.1207 0.0941
H 32.0440 3.7550 47.5830 2.1919 -1.3166 -1.4125 0.0480
H 30.4790 3.5160 47.8920 -2.2644 -1.9998 -0.1739 0.0386
H 31.5120 4.1900 48.9810 -0.1411 1.5286 2.0694 0.0733
H 28.9340 5.2520 46.9420 0.3591 1.2016 1.7064 0.0712
C 24.6950 -0.7230 41.5310 0.4901 -0.5425 -7.0723 0.0582
C 24.9470 -1.2480 40.0770 -0.1048 1.4308 7.3022 0.1217
C 24.9370 -0.2540 38.8660 -0.7688 -1.5102 4.8898 -0.4807
O 25.0960 -0.5580 37.7570 0.8650 -1.5382 -3.9617 0.1561
C 24.6370 1.0790 39.2550 -1.2695 4.5705 4.3238 0.0030
C 24.2900 1.5530 40.5510 1.4998 -1.7566 -2.6478 0.0659
C 24.2380 0.6690 41.8010 -0.1310 -0.1843 -2.5370 -0.4267
O 23.7750 1.0280 42.8520 0.2114 0.2132 0.3343 0.1058
H 24.6630 -1.3160 42.3950 0.2698 -1.3320 0.7642 0.0732
H 25.3040 -2.3200 40.2210 -0.6190 1.4465 -1.3883 0.1075
H 24.7280 1.9020 38.5340 -0.0843 -0.7685 -0.1286 0.1219
H 24.2000 2.6240 40.6670 -0.3095 0.0186 0.1390 0.0980
```
Forces are in eV/Å.

Total charge: 0
Orbital gap: 7.2 eV
Highest occupied orbital energy: -9.184 eV
M: 619.88 g mol⁻¹
Relative energy (zero: lowest compared OMol25 entry of this formula, charge and spin): 218.6 kJ/mol